(1)
9
Properties=species:S:1:pos:R:3:forces:R:3 method="wB97M-V/def2-TZVPD" homo_lumo_gap_ev=7.24 homo_energy_ha=-0.3490 de_lowest_ev=2.523 e_lumo_ha=-0.083 spin_multiplicity=1 smiles="S=c1nnc(S)no1"
S 3.3743 -0.2122 -0.3801 -2.7 -0.2 0.5
C 1.7483 -0.2152 0.0214 -0.3 1.1 -0.1
N 0.9265 -1.3358 0.3157 -1.4 0.1 1.1
N -0.3523 -1.2053 0.4732 3.2 0.1 -1.9
C -0.9187 -0.0058 0.0301 0.2 3.2 1.9
S -2.6302 -0.3134 -0.3450 0.4 3.2 -0.5
N -0.3136 1.2127 0.2807 -0.6 -4.9 -1.8
O 1.1011 0.9876 0.3313 0.5 -0.1 0.1
H -2.9355 1.0874 -0.7273 0.6 -2.5 0.7

***

(2)
13
Properties=species:S:1:pos:R:3:forces:R:3 method="wB97M-V/def2-TZVPD" homo_lumo_gap_ev=3.77 homo_energy_ha=-0.4430 charge=+1 de_lowest_ev=0.000 e_lumo_ha=-0.304 spin_multiplicity=1
C 2.2644 -0.8804 0.4869 -0.3 0.2 0.1
C 1.8745 0.4002 -1.9339 0.2 -0.5 -1.5
N 2.6982 -1.8765 0.8838 -1.3 2.5 -0.5
N 0.7226 0.7610 -1.8192 -0.8 0.9 0.4
N 0.3922 1.7598 0.4632 0.0 -1.2 -3.0
N -4.9308 -0.8551 0.9499 -0.4 0.4 -1.3
O -0.1301 1.1887 -0.8845 -1.2 -0.4 0.6
O -0.4895 1.7946 1.2167 -1.0 0.3 1.4
O 1.5123 2.0119 0.3973 2.1 1.0 0.9
O -4.4211 -0.3375 1.7928 -0.1 -0.5 0.0
O -5.4435 -1.2780 0.0443 0.6 0.1 1.2
O 2.7742 -0.0040 -2.5593 0.6 0.2 1.1
H 3.1766 -2.6848 0.9620 1.7 -2.9 0.5

***

(3)
7
Properties=species:S:1:pos:R:3:forces:R:3 method="wB97M-V/def2-TZVPD" homo_lumo_gap_ev="7.44 / 7.50" homo_energy_ha="-0.3351 / -0.3301" de_lowest_ev=4.945 e_lumo_ha="-0.062 / -0.054" spin_multiplicity=1
C 0.9309 1.3137 -0.3382 -0.8 3.4 -0.3
C 0.9936 0.0157 -0.1423 -0.7 -0.9 0.5
N -1.7723 -1.1952 0.1327 -0.4 -0.3 0.4
O 0.4670 2.3778 -0.5096 0.8 -0.6 -0.1
O 1.7766 -0.8747 0.0204 -0.3 -0.9 0.0
S -1.1573 0.2050 0.1370 1.3 0.0 -0.5
H -1.2385 -1.8423 0.7001 0.1 -0.6 -0.1

***

(4)
8
Properties=species:S:1:pos:R:3:forces:R:3 method="wB97M-V/def2-TZVPD" homo_lumo_gap_ev="5.74 / 5.75" homo_energy_ha="-0.3680 / -0.3682" de_lowest_ev=5.329 e_lumo_ha="-0.157 / -0.157" spin_multiplicity=1
C 0.5097 -0.0281 0.0219 2.1 1.8 0.0
C -0.0879 -1.3757 0.0809 -0.1 0.7 -0.6
N 0.0046 1.1751 0.0586 0.9 -1.3 -0.9
O 0.6543 2.2879 -0.1147 -0.9 -0.4 0.5
O 0.6965 -2.2888 0.0484 -0.4 -0.6 0.2
S -1.8366 -1.5041 -0.0399 0.2 1.9 0.4
S -1.5747 1.7150 0.0802 -0.3 -2.0 0.1
H 1.6339 0.0188 -0.1353 -1.6 -0.3 0.4

***

no.,molecular weight (u)
1,147.2
2,177.1
3,103.1
4,135.2